{"formula": "C17H23N3O4", "method": "ωB97M-V/def2-TZVPD", "energy_ev": -30663.1839, "gap_ev": 8.8, "elements": ["C", "N", "C", "C", "O", "N", "C", "C", "C", "C", "O", "N", "C", "C", "C", "C", "C", "C", "C", "O", "C", "O", "C", "C", "H", "H", "H", "H", "H", "H", "H", "H", "H", "H", "H", "H", "H", "H", "H", "H", "H", "H", "H", "H", "H", "H", "H"], "positions_angstrom": [[-5.27837, -0.35069, 0.45654], [-4.53504, -1.36289, -0.25550], [-5.31866, -2.50612, -0.66436], [-3.18252, -1.54807, -0.09865], [-2.66721, -2.64972, -0.15977], [-2.45079, -0.40431, 0.15479], [-1.06383, -0.59022, 0.52973], [-0.66323, 0.53034, 1.48499], [-0.84172, 1.90373, 0.81913], [0.20350, 2.11038, -0.27761], [-0.04812, 2.16516, -1.46260], [1.45751, 2.26810, 0.20633], [2.62478, 2.29890, -0.65421], [3.37026, 0.99008, -0.58522], [2.78472, -0.15093, -1.11494], [3.39649, -1.39827, -1.03692], [4.61857, -1.45384, -0.41139], [5.21497, -0.31109, 0.12377], [4.60957, 0.91935, 0.05625], [6.41827, -0.64643, 0.68611], [6.56719, -2.03520, 0.47901], [5.43468, -2.53266, -0.19931], [-2.26525, 2.02561, 0.26531], [-2.62512, 0.82078, -0.60348], [-4.60623, 0.26752, 1.04508], [-5.84452, 0.28051, -0.23534], [-5.99007, -0.83005, 1.13741], [-6.09892, -2.17902, -1.35383], [-5.78563, -3.00292, 0.19291], [-4.66100, -3.21515, -1.16089], [-0.96757, -1.56545, 1.00908], [-0.41402, -0.57830, -0.35641], [0.37040, 0.37990, 1.80239], [-1.30173, 0.48368, 2.37002], [-0.68179, 2.68806, 1.56900], [1.62638, 2.14923, 1.19254], [2.24928, 2.47592, -1.66545], [3.27100, 3.12867, -0.35587], [1.82831, -0.06399, -1.60692], [2.93815, -2.28126, -1.44828], [5.08131, 1.79330, 0.47468], [6.66840, -2.54368, 1.45120], [7.47074, -2.22311, -0.12336], [-2.34422, 2.93038, -0.33818], [-2.96450, 2.10161, 1.10122], [-3.64802, 0.90125, -0.96505], [-1.95638, 0.81095, -1.47394]]}